# C2H6Cl2N2P2

The molecule C2H6Cl2N2P2 (wB97M-V/def2-TZVPD, the OMol25 dataset).

```
14
Properties=species:S:1:pos:R:3:forces:R:3
C 1.546 0.973 -1.051 -0.354 1.855 0.804
C -0.959 -0.449 1.106 0.307 0.353 1.346
N -1.210 -0.757 -1.175 -1.301 1.665 1.108
N -0.341 -0.993 -0.150 -2.842 1.178 -0.479
P 0.112 1.623 -1.993 0.109 -1.213 -0.855
P 1.284 -0.781 -0.359 2.541 1.247 2.951
Cl -0.632 2.866 -0.611 -0.575 0.726 0.724
Cl 1.479 -1.854 -1.950 0.529 -1.385 -2.619
H 2.453 1.093 -1.684 -0.489 -0.708 0.321
H 1.690 1.763 -0.204 -0.125 -1.800 -1.082
H -0.310 -0.717 1.994 -0.166 0.878 -1.167
H -1.308 0.650 1.075 1.205 -1.638 -0.224
H -1.859 -0.981 1.395 -0.277 -0.434 -0.774
H -1.067 -1.090 -2.112 1.437 -0.723 -0.054
```
Positions in Å, forces in eV/Å.

For the HOMO-LUMO gap (alpha / beta), the calculation gives 7.8 / 7.6 eV. As for the relative energy (zero: lowest compared OMol25 entry of this formula, charge and spin): 21.68 kcal/mol. The HOMO energy (alpha / beta) is -8.49 / -7.83 eV. Its lowest unoccupied orbital energy (alpha / beta) is -0.730 / -0.192 eV.